The following is a quantum chemistry calculation of 2 unconnected molecules or ions with the total composition C4H6N2O, from the OMol25 dataset.

Results
multiplicity	1
orbital gap	8.811	eV
HOMO level	-8.44	eV
charge	0

XYZ file:
```
13
Properties=species:S:1:pos:R:3:forces:R:3
N -1.9671 0.6456 -0.2655 -0.0255 0.0485 0.1271
C -0.6389 0.2943 -0.3049 0.1190 -0.0859 0.0738
C -0.1550 -1.0344 0.0286 -0.3403 -0.0424 -0.2065
N 1.1574 -1.0870 -0.5910 0.1676 -0.0654 0.1252
C 1.5112 0.2058 -0.2067 -0.1204 -0.0052 0.0938
O 2.0118 0.1691 0.9920 -0.1391 -0.0309 -0.0087
C 0.4527 1.1078 -0.5303 -0.0378 0.0461 0.0565
H -2.5750 0.0069 0.2258 0.0691 0.0555 -0.0858
H -2.1643 1.6136 -0.0562 0.0232 -0.1110 -0.0430
H -0.8067 -1.9024 -0.0794 0.0662 0.1350 0.0188
H 1.7696 -1.7374 -0.1096 -0.0626 0.0602 -0.0550
H 0.9053 -0.4648 1.3180 0.2778 0.1522 -0.0843
H 0.4990 2.1828 -0.4207 0.0028 -0.1570 -0.0120
```
Positions in Å, forces in eV/Å.

---

The following is a quantum chemistry calculation of a single C10H13NO molecule, from the OMol25 dataset.

Results
multiplicity	1
orbital gap	9.363	eV
HOMO level	-8.57	eV
charge	0
SMILES	N[C@@H]1CCc2ccccc2[C@@H]1O

XYZ file:
```
25
Properties=species:S:1:pos:R:3:forces:R:3
C -0.4317 0.6399 1.8328 1.6689 -1.5532 -0.6298
C 0.3712 1.7455 1.1380 0.3206 1.1022 0.1624
C 0.0339 1.8223 -0.4505 -1.8326 -2.6848 4.8025
C 0.2739 0.4088 -0.9480 0.2989 2.3401 -0.7604
C 0.6617 0.3415 -2.2467 1.4306 -2.4385 -0.8602
C 1.0690 -0.9188 -2.8546 1.3341 4.8068 -2.6640
C 0.7676 -2.0677 -2.2783 -0.8238 -1.5756 3.3918
C 0.3137 -1.9384 -0.8933 1.4672 -0.0400 -1.6794
C 0.2560 -0.7373 -0.1945 -0.8778 -2.1352 1.2142
C -0.0220 -0.7763 1.3387 0.1752 -0.7257 -0.7307
H -2.3728 0.0564 1.7905 -0.8033 -1.2308 0.4205
H -2.1449 1.5759 1.4780 -2.2816 5.4177 0.1254
H -0.2356 0.5558 2.8909 0.2169 0.7811 0.8822
H 0.0868 2.7060 1.6386 0.1224 -0.5421 -0.4672
H 1.4496 1.6178 1.4268 -0.7270 0.0164 -0.8110
H 0.4959 2.6377 -0.8888 1.2942 1.1292 -1.2034
H -1.0682 2.0068 -0.4337 0.7881 -0.0706 -0.3570
H 0.9034 1.2980 -2.6388 0.1067 0.3750 -1.1468
H 1.7544 -0.7829 -3.7710 -1.5373 -0.6412 1.1528
H 1.0108 -3.0692 -2.6672 -0.2045 0.6932 0.1482
H 0.2729 -2.8702 -0.3994 -0.4200 -0.7149 0.8798
H 0.8231 -1.2028 1.9831 -0.8231 0.6145 -1.1557
H -1.3560 -2.1130 2.2538 0.7458 0.5526 -0.1507
N -1.7590 0.7495 1.4896 0.3499 -3.1214 -0.9411
O -1.1540 -1.6853 1.4038 0.0114 -0.3549 0.3773
```
Positions in Å, forces in eV/Å.

---

Please write out number 1 again, unchanged.
The following is a quantum chemistry calculation of 2 unconnected molecules or ions with the total composition C4H6N2O, from the OMol25 dataset.

Results
multiplicity	1
orbital gap	8.811	eV
HOMO level	-8.44	eV
charge	0

XYZ file:
```
13
Properties=species:S:1:pos:R:3:forces:R:3
N -1.9671 0.6456 -0.2655 -0.0255 0.0485 0.1271
C -0.6389 0.2943 -0.3049 0.1190 -0.0859 0.0738
C -0.1550 -1.0344 0.0286 -0.3403 -0.0424 -0.2065
N 1.1574 -1.0870 -0.5910 0.1676 -0.0654 0.1252
C 1.5112 0.2058 -0.2067 -0.1204 -0.0052 0.0938
O 2.0118 0.1691 0.9920 -0.1391 -0.0309 -0.0087
C 0.4527 1.1078 -0.5303 -0.0378 0.0461 0.0565
H -2.5750 0.0069 0.2258 0.0691 0.0555 -0.0858
H -2.1643 1.6136 -0.0562 0.0232 -0.1110 -0.0430
H -0.8067 -1.9024 -0.0794 0.0662 0.1350 0.0188
H 1.7696 -1.7374 -0.1096 -0.0626 0.0602 -0.0550
H 0.9053 -0.4648 1.3180 0.2778 0.1522 -0.0843
H 0.4990 2.1828 -0.4207 0.0028 -0.1570 -0.0120
```
Positions in Å, forces in eV/Å.

---

Repeat the second record exactly.
The following is a quantum chemistry calculation of a single C10H13NO molecule, from the OMol25 dataset.

Results
multiplicity	1
orbital gap	9.363	eV
HOMO level	-8.57	eV
charge	0
SMILES	N[C@@H]1CCc2ccccc2[C@@H]1O

XYZ file:
```
25
Properties=species:S:1:pos:R:3:forces:R:3
C -0.4317 0.6399 1.8328 1.6689 -1.5532 -0.6298
C 0.3712 1.7455 1.1380 0.3206 1.1022 0.1624
C 0.0339 1.8223 -0.4505 -1.8326 -2.6848 4.8025
C 0.2739 0.4088 -0.9480 0.2989 2.3401 -0.7604
C 0.6617 0.3415 -2.2467 1.4306 -2.4385 -0.8602
C 1.0690 -0.9188 -2.8546 1.3341 4.8068 -2.6640
C 0.7676 -2.0677 -2.2783 -0.8238 -1.5756 3.3918
C 0.3137 -1.9384 -0.8933 1.4672 -0.0400 -1.6794
C 0.2560 -0.7373 -0.1945 -0.8778 -2.1352 1.2142
C -0.0220 -0.7763 1.3387 0.1752 -0.7257 -0.7307
H -2.3728 0.0564 1.7905 -0.8033 -1.2308 0.4205
H -2.1449 1.5759 1.4780 -2.2816 5.4177 0.1254
H -0.2356 0.5558 2.8909 0.2169 0.7811 0.8822
H 0.0868 2.7060 1.6386 0.1224 -0.5421 -0.4672
H 1.4496 1.6178 1.4268 -0.7270 0.0164 -0.8110
H 0.4959 2.6377 -0.8888 1.2942 1.1292 -1.2034
H -1.0682 2.0068 -0.4337 0.7881 -0.0706 -0.3570
H 0.9034 1.2980 -2.6388 0.1067 0.3750 -1.1468
H 1.7544 -0.7829 -3.7710 -1.5373 -0.6412 1.1528
H 1.0108 -3.0692 -2.6672 -0.2045 0.6932 0.1482
H 0.2729 -2.8702 -0.3994 -0.4200 -0.7149 0.8798
H 0.8231 -1.2028 1.9831 -0.8231 0.6145 -1.1557
H -1.3560 -2.1130 2.2538 0.7458 0.5526 -0.1507
N -1.7590 0.7495 1.4896 0.3499 -3.1214 -0.9411
O -1.1540 -1.6853 1.4038 0.0114 -0.3549 0.3773
```
Positions in Å, forces in eV/Å.